C50H60N4RuSbSi3 | ωB97M-V/def2-TZVPD

XYZ file:
```
119
Properties=species:S:1:pos:R:3:forces:R:3:lowdin_spin:R:1
Ru -1.073 0.738 0.568 -0.39 -0.20 -0.97 2.316
C -1.254 0.118 -3.974 0.08 0.05 0.03 0.004
C -1.882 -1.110 -3.978 -0.02 -0.06 0.05 0.007
C -1.991 -1.801 -2.776 0.06 0.06 -0.08 0.005
C -1.472 -1.235 -1.628 0.19 -0.01 0.15 0.012
N -0.906 -0.006 -1.603 -0.69 0.03 -0.35 0.092
C -0.803 0.640 -2.770 0.17 -0.06 0.06 0.017
C -1.363 -1.996 -0.366 0.13 -0.03 -0.01 0.030
C -1.424 -3.384 -0.351 -0.03 0.11 -0.07 0.052
C -1.172 -4.063 0.821 0.04 0.04 0.10 0.021
C -0.850 -3.342 1.959 0.01 -0.10 -0.04 0.063
C -0.825 -1.954 1.921 0.02 0.22 0.00 0.023
N -1.095 -1.297 0.755 -0.30 -0.17 0.17 0.044
C -0.525 -1.205 3.132 -0.08 -0.11 -0.09 0.307
C -0.830 -1.728 4.404 -0.02 0.06 0.02 -0.002
C -0.657 -1.002 5.554 -0.04 0.04 -0.04 0.279
C -0.062 0.388 5.453 -0.03 -0.08 0.05 0.051
C -1.180 1.156 4.799 0.10 -0.03 0.06 0.051
N -1.213 1.052 3.520 0.01 0.09 0.21 0.054
H -1.105 0.679 -4.885 0.01 0.01 -0.01 0.000
H -2.266 -1.537 -4.894 -0.01 0.00 -0.01 0.000
H -2.470 -2.769 -2.749 0.00 -0.01 -0.01 0.000
H -0.297 1.592 -2.758 -0.02 0.02 -0.01 0.001
H -1.629 -3.923 -1.262 0.02 -0.03 -0.03 0.002
H -1.193 -5.144 0.846 0.00 -0.01 0.00 0.000
H -0.590 -3.855 2.872 0.01 -0.02 0.00 0.002
H -1.299 -2.700 4.478 0.01 -0.02 0.01 -0.005
H -0.980 -1.383 6.512 0.02 -0.01 0.02 0.013
H 0.279 0.785 6.405 -0.02 0.01 0.01 0.001
H -1.970 1.633 5.360 -0.04 0.01 0.04 0.003
C -4.013 4.334 0.597 -0.16 -0.05 0.12 0.010
Si -2.577 3.195 0.354 0.22 0.17 -0.08 0.031
C -1.876 3.358 -1.362 -0.09 0.00 -0.14 0.002
C -1.104 3.707 1.417 0.07 -0.09 0.09 0.004
C -3.002 1.352 0.846 0.82 -0.15 -0.27 0.151
Si -4.569 0.652 -0.060 -0.09 0.01 0.13 0.035
C -4.682 -1.204 0.133 -0.01 -0.06 -0.01 0.002
C -6.024 1.407 0.830 -0.05 0.02 0.04 0.012
C -4.553 1.152 -1.843 0.03 0.05 -0.08 0.004
Si -3.160 1.137 2.651 1.01 -0.16 0.99 0.044
C -3.719 -0.502 3.277 -0.40 -0.05 -0.13 0.009
C -3.738 2.494 3.757 -0.43 0.22 -0.36 0.004
C 0.009 0.209 3.137 0.06 -0.08 -0.30 0.042
C 0.971 0.329 4.329 0.01 0.04 0.07 0.032
C 1.945 1.448 4.231 -0.01 0.04 0.08 0.022
C 2.274 1.940 3.040 -0.01 0.00 -0.12 0.004
C 1.588 1.449 1.864 0.01 0.01 0.09 0.038
N 0.552 0.674 1.868 -0.01 0.07 0.50 0.054
H -3.645 5.355 0.475 0.01 0.01 -0.01 0.001
H -4.474 4.258 1.581 -0.01 0.04 0.00 0.000
H -4.785 4.167 -0.156 0.00 0.02 -0.02 0.000
H -1.771 4.430 -1.553 -0.03 0.01 -0.01 0.000
H -2.485 2.935 -2.158 0.00 0.01 -0.03 0.000
H -0.870 2.940 -1.435 0.03 0.06 0.05 0.001
H -0.911 4.759 1.184 0.00 0.02 0.01 0.000
H -0.166 3.196 1.162 -0.01 0.02 -0.07 0.002
H -1.235 3.615 2.494 -0.01 0.06 0.02 0.000
H -5.355 -1.455 0.954 -0.01 -0.02 0.00 0.000
H -3.737 -1.708 0.319 0.03 -0.03 -0.01 0.000
H -5.113 -1.636 -0.774 -0.01 0.01 -0.01 0.000
H -6.139 1.011 1.843 -0.01 0.01 0.00 0.000
H -6.940 1.146 0.294 -0.01 -0.02 0.01 0.002
H -5.985 2.493 0.890 -0.03 0.01 -0.01 0.000
H -3.676 0.797 -2.387 0.01 -0.01 -0.01 0.000
H -4.627 2.233 -1.971 -0.01 0.01 -0.03 0.000
H -5.438 0.717 -2.315 0.00 -0.01 -0.02 0.001
H -4.812 -0.470 3.347 0.01 -0.06 0.00 0.001
H -3.345 -0.680 4.285 -0.01 -0.01 0.03 0.001
H -3.464 -1.342 2.634 0.04 -0.03 0.03 0.001
H -4.795 2.680 3.538 0.00 0.02 0.00 0.000
H -3.215 3.440 3.627 0.05 0.01 0.05 0.000
H -3.703 2.193 4.801 -0.11 0.01 0.06 0.001
H 1.551 -0.592 4.439 0.03 0.01 -0.08 0.001
H 2.454 1.768 5.134 -0.03 0.01 0.02 0.002
H 3.045 2.685 2.904 0.02 -0.01 -0.01 0.000
H 1.939 1.779 0.889 0.02 -0.01 -0.01 0.003
C 3.858 -1.211 1.561 -0.01 -0.01 -0.03 0.001
C 4.530 -2.073 0.518 -0.01 0.03 -0.03 0.000
C 5.667 -2.795 0.865 0.01 -0.01 0.02 0.000
C 6.339 -3.569 -0.068 0.00 0.00 -0.01 0.000
C 5.884 -3.626 -1.377 0.00 0.01 0.03 0.000
C 4.758 -2.903 -1.739 -0.07 -0.01 -0.02 0.000
C 4.072 -2.129 -0.805 0.23 -0.07 0.05 0.002
Sb 2.330 -1.054 -1.339 -0.19 0.01 0.23 0.008
C 2.114 -1.521 -3.401 0.03 -0.01 -0.17 0.002
C 2.284 -0.526 -4.363 -0.03 0.03 0.02 0.001
C 2.034 -0.780 -5.706 0.00 -0.01 0.02 0.000
C 1.608 -2.040 -6.095 -0.02 -0.01 0.00 0.001
C 1.442 -3.038 -5.144 0.01 0.00 -0.03 0.001
C 1.690 -2.798 -3.796 -0.07 0.00 0.02 0.000
C 1.506 -3.907 -2.795 0.08 -0.05 -0.04 0.001
C 3.037 0.955 -1.590 0.02 0.21 0.00 0.001
C 2.070 1.939 -1.369 0.04 0.01 -0.01 0.006
C 2.330 3.295 -1.509 -0.01 -0.03 0.00 0.001
C 3.608 3.688 -1.876 0.02 0.02 -0.02 0.000
C 4.579 2.729 -2.115 -0.03 0.02 -0.01 0.000
C 4.319 1.362 -1.995 0.00 -0.06 0.06 0.001
C 5.411 0.382 -2.317 0.02 0.02 -0.03 0.000
H 4.241 -1.444 2.555 0.00 0.02 0.01 0.000
H 2.772 -1.362 1.563 0.01 -0.02 0.02 0.000
H 4.046 -0.148 1.375 0.01 0.00 -0.02 0.000
H 6.038 -2.748 1.882 0.00 0.00 0.01 0.000
H 7.218 -4.126 0.227 0.01 0.00 0.00 0.000
H 6.407 -4.222 -2.111 0.00 0.00 -0.02 0.000
H 4.422 -2.930 -2.770 0.00 0.00 0.00 0.000
H 2.619 0.462 -4.069 0.02 0.00 -0.01 0.000
H 2.186 -0.003 -6.444 0.01 0.02 0.00 0.000
H 1.416 -2.253 -7.138 0.01 0.00 -0.01 0.000
H 1.132 -4.027 -5.458 -0.01 0.00 0.01 0.000
H 1.060 -4.787 -3.256 -0.01 0.01 0.01 0.000
H 0.864 -3.583 -1.973 -0.09 0.01 0.11 0.001
H 2.455 -4.214 -2.348 -0.02 0.01 -0.03 0.000
H 1.067 1.621 -1.084 -0.07 0.00 0.03 0.005
H 1.554 4.035 -1.350 -0.01 0.00 0.01 0.000
H 3.845 4.737 -1.994 0.01 0.01 0.00 0.000
H 5.568 3.046 -2.422 0.01 -0.01 0.00 0.000
H 6.225 0.875 -2.845 0.01 0.01 0.00 0.000
H 5.041 -0.429 -2.945 0.00 0.01 -0.01 0.000
H 5.821 -0.070 -1.412 0.00 -0.01 0.00 0.000
```
Forces are in eV/Å.

Summary:
* gap between HOMO and LUMO (spin up / spin down): 4.84 / 4.02 eV
* HOMO (spin up / spin down): -0.52700 / -0.52643 Eh
* 2S+1: 5
* net charge: +3
* M: 1024.15 g/mol

=====

C14H20N2O4S | ωB97M-V/def2-TZVPD

XYZ file:
```
41
Properties=species:S:1:pos:R:3:forces:R:3:nbo_charge:R:1
C -0.040 2.947 2.472 -0.01 -0.04 -0.08 -0.633
C 1.012 1.992 2.001 0.23 0.08 0.02 0.036
C 2.246 2.439 1.555 -0.15 0.13 0.06 -0.254
C 3.182 1.540 1.072 0.06 -0.17 -0.04 -0.185
C 2.897 0.192 1.027 -0.06 -0.13 0.05 -0.273
C 1.658 -0.262 1.470 0.16 0.11 0.12 0.384
O 1.454 -1.619 1.359 0.17 0.17 -0.09 -0.520
C 0.308 -2.184 1.946 -0.02 -0.05 0.37 -0.161
C -1.057 -1.845 1.336 0.15 -0.10 0.16 0.661
O -1.986 -1.546 2.064 -0.04 0.06 0.31 -0.631
N -1.215 -1.989 0.004 -0.15 0.23 -0.31 -0.439
C -0.191 -2.374 -0.946 0.37 -0.31 -0.15 -0.251
C -0.490 -1.724 -2.310 0.34 -0.36 -0.06 -0.235
N -1.132 -0.439 -2.155 0.66 0.78 0.40 -0.686
S -0.107 0.805 -1.665 -0.32 0.58 -1.15 2.314
C -0.174 1.860 -3.133 0.12 -0.45 0.80 -0.856
O -0.693 1.534 -0.580 -0.28 0.04 -0.02 -0.943
O 1.226 0.302 -1.543 0.08 -0.27 -0.21 -0.945
C -2.424 -0.504 -1.498 -0.54 0.10 0.16 -0.237
C -2.513 -1.733 -0.583 -0.16 0.08 0.04 -0.248
C 0.726 0.632 1.965 0.01 -0.31 0.04 -0.336
H -0.519 2.582 3.379 -0.06 0.03 0.07 0.216
H 0.378 3.933 2.662 -0.02 0.07 0.03 0.210
H -0.802 3.031 1.698 -0.12 0.09 0.00 0.231
H 2.474 3.495 1.577 0.01 0.10 0.02 0.205
H 4.141 1.894 0.723 0.08 0.02 -0.03 0.209
H 3.605 -0.522 0.639 0.09 -0.09 -0.05 0.217
H 0.452 -3.268 1.861 -0.06 0.14 0.05 0.211
H 0.245 -1.922 3.010 -0.06 -0.03 -0.22 0.212
H -0.169 -3.468 -1.052 0.06 0.07 -0.07 0.188
H 0.782 -2.030 -0.597 -0.17 -0.14 -0.07 0.258
H 0.443 -1.562 -2.847 -0.05 -0.29 -0.05 0.239
H -1.147 -2.353 -2.917 0.07 0.08 0.00 0.202
H 0.179 1.280 -3.975 0.05 -0.12 -0.16 0.237
H 0.468 2.714 -2.959 0.13 0.14 0.09 0.245
H -1.199 2.172 -3.271 -0.20 0.04 -0.03 0.238
H -2.523 0.411 -0.913 -0.25 -0.17 -0.01 0.245
H -3.213 -0.536 -2.257 0.01 0.00 0.11 0.194
H -2.823 -2.618 -1.150 -0.04 0.04 0.05 0.188
H -3.219 -1.560 0.231 0.03 -0.07 -0.20 0.264
H -0.243 0.302 2.301 -0.14 -0.07 0.06 0.230
```
Forces are in eV/Å.

Summary:
* gap between HOMO and LUMO: 8.58 eV
* HOMO: -0.29911 Eh
* net charge: 0
* M: 312.39 g/mol
* relative energy (zero: lowest compared OMol25 entry of this formula, charge and spin): 1.242 eV
* SMILES: Cc1cccc(OCC(=O)N2CCN(S(C)(=O)=O)CC2)c1

=====

C4H8N2O | ωB97M-V/def2-TZVPD

XYZ file:
```
15
Properties=species:S:1:pos:R:3:forces:R:3:nbo_charge:R:1
C 1.000 -1.555 -0.087 0.00 -0.10 -0.02 -0.624
C 0.354 -0.228 -0.384 -0.16 0.01 -0.11 -0.108
C -0.719 -0.119 -1.126 -0.24 0.08 -0.07 0.289
N -1.730 0.037 -1.827 0.78 -0.05 0.20 -0.178
O -2.904 -0.056 -1.055 -0.42 -0.03 0.04 -0.564
C 0.876 1.000 0.332 0.10 0.04 -0.23 -0.227
N 0.456 0.925 1.730 -0.11 0.17 0.10 -0.830
H 0.461 -2.373 -0.571 0.09 0.07 0.08 0.223
H 1.004 -1.719 0.996 0.01 0.02 -0.15 0.236
H 2.040 -1.571 -0.433 -0.14 0.05 0.03 0.215
H -3.603 0.060 -1.711 0.14 -0.01 0.05 0.474
H 0.531 1.901 -0.198 0.06 -0.13 0.11 0.181
H 1.973 0.999 0.314 -0.16 -0.02 -0.08 0.194
H -0.556 0.981 1.771 0.05 -0.03 0.05 0.358
H 0.816 1.719 2.249 0.02 -0.08 -0.01 0.359
```
Forces are in eV/Å.

Summary:
* gap between HOMO and LUMO: 10.14 eV
* HOMO: -0.33781 Eh
* net charge: 0
* M: 100.12 g/mol
* relative energy (zero: lowest compared OMol25 entry of this formula, charge and spin): 3.895 eV
* SMILES: CC(=C=NO)CN

=====

C4H12S | ωB97M-V/def2-TZVPD

XYZ file:
```
17
Properties=species:S:1:pos:R:3:forces:R:3:nbo_charge:R:1
C 1.874 -2.643 1.954 -1.89 1.79 -0.94 -0.622
C 1.911 -2.138 0.436 -0.27 -0.33 0.59 -0.473
S 1.371 -0.293 0.255 0.93 -1.10 -1.40 -0.121
H 2.852 -2.310 2.243 0.26 -0.28 1.17 0.209
H 1.729 -3.745 2.002 0.23 0.86 -0.02 0.223
H 1.049 -2.087 2.557 1.44 -1.13 -0.91 0.213
H 2.991 -2.380 0.212 -1.37 0.76 -0.79 0.211
H 1.171 -2.676 -0.180 0.74 0.08 0.16 0.209
H 1.508 -0.088 -1.173 -0.09 -0.64 2.14 0.149
C -1.397 2.624 -0.791 1.07 -1.90 0.37 -0.614
C -2.658 1.991 -1.327 -2.67 0.60 0.07 -0.610
H -1.180 3.461 -1.403 0.29 1.31 0.12 0.208
H -0.476 1.972 -0.841 -0.99 0.39 -0.15 0.198
H -1.553 2.791 0.285 0.32 0.59 -0.49 0.210
H -3.514 2.465 -0.681 1.12 -0.67 -1.68 0.198
H -2.897 2.116 -2.448 0.54 0.04 1.78 0.205
H -2.779 0.940 -1.100 0.32 -0.36 -0.01 0.206
```
Forces are in eV/Å.

Summary:
* gap between HOMO and LUMO: 10.03 eV
* HOMO: -0.33552 Eh
* net charge: 0
* M: 92.21 g/mol
* relative energy (zero: lowest compared OMol25 entry of this formula, charge and spin): 1.233 eV
* SMILES: CCS.CC